Computed, not measured: C15H12N2O4 in the gas phase in a non-equilibrium geometry, with ωB97M-V with the def2-TZVPD basis set.

- Max |F|: 1.2 eV/A
- E_tot: -26918.6180 eV
- Charge: 0

XYZ file:
```
33
C15H12N2O4 (ωB97M-V with the def2-TZVPD basis set)
H 2.518 4.262 0.450
O 1.769 2.847 1.644
H -0.585 2.090 -2.393
H -2.109 -0.761 0.180
C 1.060 1.697 1.818
C 0.085 -1.966 -3.040
C -0.309 -0.666 2.390
C 1.910 3.365 0.345
H 0.246 -0.325 4.419
C 0.963 1.230 3.130
H 2.421 2.660 -0.319
C -0.219 -3.147 -0.667
H 0.940 3.638 -0.087
O 0.186 -4.242 -0.942
C 0.299 0.058 3.413
H -0.184 -0.268 -4.421
C -0.750 -2.449 0.406
O -0.970 -4.014 2.181
C -0.263 -0.682 -3.436
C 0.437 0.990 0.796
N -0.656 -0.909 -1.296
H -2.139 1.448 -2.898
C -0.880 -2.894 1.759
H -1.727 1.489 -1.176
C -1.333 1.327 -2.176
N -0.175 -2.066 -1.741
H 1.440 1.799 3.911
H 0.484 -2.789 -3.597
C -1.035 -1.000 0.091
C -0.265 -0.170 1.088
O -0.911 -1.847 2.697
H 0.501 1.325 -0.225
C -0.751 -0.032 -2.304
```

---

Computed, not measured: a molecular structure, C15H13CaF6N4O7S3, with ωB97M-V with the def2-TZVPD basis set.

- Max |F|: 0.7 eV/A
- E_tot: -103316.3756 eV
- Charge: -1

XYZ file:
```
49
C15H13CaF6N4O7S3 (ωB97M-V with the def2-TZVPD basis set)
S 0.870 -0.242 2.596
H 1.346 2.032 3.294
O -1.676 -2.107 -1.818
C 0.012 2.589 1.142
Ca -0.995 -0.667 0.345
C 4.139 0.425 0.350
C 1.613 3.810 -0.132
F -4.549 -2.915 -2.261
H 3.716 0.288 2.450
F -3.185 -4.335 -3.158
C 1.028 -3.832 -1.982
O 0.677 -5.330 0.143
H -0.644 2.130 -2.000
N -1.392 -4.432 -0.854
H 1.291 3.693 -2.259
S -2.286 -3.145 -1.005
C 1.889 3.796 2.342
O -2.996 0.405 -0.575
C 2.244 0.111 -1.036
N -0.584 2.128 0.046
N 1.436 -0.052 0.017
H 4.202 0.480 -1.818
O -2.871 -2.672 0.226
H 5.197 0.619 0.483
S 0.088 -4.148 -0.391
H -5.182 1.575 -0.151
H -5.388 0.624 1.343
H -4.600 2.198 1.419
C -3.652 -3.860 -2.004
F 2.268 -4.315 -1.854
C 3.595 0.352 -0.933
C 0.956 3.389 -1.277
H 1.769 0.057 -2.009
H -0.424 2.269 2.079
H 2.293 3.165 4.210
F 1.116 -2.534 -2.254
C -4.733 1.309 0.803
O 2.609 4.783 2.362
C 1.143 3.395 1.105
F -4.246 -4.849 -1.338
O 0.223 -2.895 0.335
O -2.728 0.324 1.629
N 1.721 2.974 3.404
H 2.484 4.450 -0.171
F 0.443 -4.445 -3.010
C 1.952 -0.010 1.265
C -0.124 2.531 -1.135
C -3.393 0.636 0.598
C 3.328 0.246 1.442
```

---

Computed, not measured: a molecular structure, C15H13Cl2N5O5SY in a non-equilibrium geometry, with ωB97M-V with the def2-TZVPD basis set.

- Max |F|: 2.7 eV/A
- E_tot: -70385.8929 eV
- Charge: -1

XYZ file:
```
42
C15H13Cl2N5O5SY (ωB97M-V with the def2-TZVPD basis set)
C 0.293 -2.371 -0.501
C 1.501 0.526 3.393
C 2.326 3.038 -0.479
O -1.864 -0.335 -1.654
C 1.273 2.713 -1.368
O -2.305 0.789 0.123
H 0.312 3.409 -3.129
N -0.655 -2.037 0.384
O 0.418 1.738 -1.160
H -3.649 -4.430 0.348
C -2.782 -5.002 0.592
C 2.553 2.352 0.764
C 3.017 4.952 -1.823
H -2.817 -5.282 1.659
H 1.524 -0.643 5.032
H -2.762 -5.828 -0.066
H 4.006 4.266 0.000
C 3.202 4.100 -0.754
H 3.054 -0.017 4.570
N 1.800 1.463 1.314
C 1.915 4.702 -2.633
C -2.632 0.268 -0.957
C -0.567 -4.591 -0.408
H -4.763 0.408 -0.455
C -4.134 0.364 -1.319
O -2.219 -2.627 1.879
C 0.395 -3.741 -0.823
S -0.192 0.403 3.208
H 3.748 5.735 -2.121
N 2.352 1.035 2.543
C 1.102 3.621 -2.462
H 3.410 2.671 1.317
Y -0.111 0.261 0.361
N 2.059 0.086 4.581
C -1.533 -2.881 0.933
H 1.770 5.316 -3.542
O 1.081 -1.441 -0.949
H 1.225 -4.076 -1.445
Cl -4.792 -1.014 -2.258
Cl -4.386 1.888 -2.225
N -1.623 -4.203 0.329
H -0.549 -5.587 -0.798
```

---

Computed, not measured: 2 unconnected molecules or ions with the total composition C15H13Cl3F3IN2O3PS in a non-equilibrium geometry, with ωB97M-V with the def2-TZVPD basis set.

- Max |F|: 1.4 eV/A
- E_tot: -98833.6791 eV
- Charge: -1

XYZ file:
```
42
C15H13Cl3F3IN2O3PS (ωB97M-V with the def2-TZVPD basis set)
C 3.994 -1.764 2.635
H 1.188 -1.200 4.684
C -0.835 3.318 -4.822
C -1.305 0.476 0.409
S -0.932 -2.424 -4.426
N -1.023 0.925 1.673
C 0.901 -1.370 3.646
I -0.382 2.853 3.753
O 3.828 -2.145 1.412
C 3.823 -2.947 3.642
C -0.775 2.352 -3.704
H 1.669 -0.917 1.661
C -1.804 1.823 -3.063
F 3.674 -2.542 4.941
H -2.585 -0.220 -4.645
Cl -3.437 2.288 -3.487
C -1.360 1.364 -0.660
C -1.707 0.872 -1.939
H -1.804 3.314 -5.305
F 4.935 -3.716 3.638
H -1.530 -1.540 1.072
C -0.793 2.181 1.808
C -0.821 3.067 0.685
O -2.159 -2.695 -1.208
H -0.136 -1.046 3.507
H -3.105 -2.844 -1.123
O 3.176 -0.595 3.038
P -2.311 -1.238 -3.732
Cl -0.467 4.748 0.927
C -1.953 -0.475 -2.119
C -1.574 -0.881 0.221
Cl 0.816 1.889 -3.236
C -1.899 -1.363 -1.018
N -1.103 2.703 -0.514
H 5.007 -1.384 2.922
H 0.934 -2.440 3.456
H -3.535 -1.908 -3.547
F 2.799 -3.784 3.393
H -0.659 4.326 -4.458
H 1.518 0.455 2.753
H -0.087 3.085 -5.569
C 1.817 -0.598 2.701
```

---

Computed, not measured: a molecular structure, C15H13ClFI2N2O9Sn, with ωB97M-V with the def2-TZVPD basis set.

- Max |F|: 0.4 eV/A
- E_tot: -74429.5407 eV
- Charge: +1

XYZ file:
```
44
C15H13ClFI2N2O9Sn (ωB97M-V with the def2-TZVPD basis set)
C -2.170 -1.778 1.748
H -0.416 -4.217 0.879
H -2.207 -3.863 2.220
O 2.277 1.540 2.429
H -1.191 -5.472 -0.098
C -0.264 0.489 -0.590
O 0.474 -0.738 -3.911
O -0.231 4.142 2.220
H -2.146 -3.680 -1.590
C -2.846 -3.124 1.731
H 0.045 -4.432 -0.808
O 2.868 1.369 0.138
C -1.606 0.278 2.856
C -0.978 0.773 1.755
C -2.219 -0.975 2.861
I 3.277 5.190 -4.363
H -3.890 -2.868 -0.130
O 4.206 2.655 1.620
O 0.085 1.727 -0.629
C -1.484 -1.302 0.606
O 2.064 3.415 0.993
N -1.352 -2.097 -0.525
O -0.073 4.651 0.060
F -1.655 1.013 3.974
I 4.898 4.353 -1.279
C -3.144 -3.541 0.298
Sn 1.832 2.486 -1.717
H -3.765 -3.073 2.313
H 5.820 4.755 -3.738
N -0.091 4.365 1.136
C 5.040 5.265 -3.187
C -0.795 -4.457 -0.114
H -0.565 -2.335 -2.411
H -3.552 -4.550 0.260
C 0.697 -0.121 -2.903
H 5.282 6.308 -3.028
C -0.659 -1.662 -1.568
H -0.488 1.732 1.780
H -2.732 -1.306 3.755
C -1.884 -3.485 -0.550
Cl 2.883 2.226 1.346
C -0.920 -0.017 0.597
O 1.653 0.776 -2.787
C -0.076 -0.416 -1.648
```

---

Computed, not measured: a molecular structure, C15H13CrI2NO7RhS2 in a non-equilibrium geometry, with ωB97M-V with the def2-TZVPD basis set.

- Max |F|: 8.4 eV/A
- 2S+1: 8
- E_tot: -100838.0362 eV
- Expectation value of S²: 15.916
- Charge: +4

XYZ file:
```
42
C15H13CrI2NO7RhS2 (ωB97M-V with the def2-TZVPD basis set)
O -1.884 -2.375 2.430
H 0.454 -2.184 -3.922
C 0.585 -1.659 4.767
H -0.210 -2.112 6.723
C 0.950 0.953 5.813
S 2.410 1.367 2.279
O 2.116 2.571 1.477
C -1.587 -1.930 1.375
C 1.279 0.633 4.491
O 1.015 -2.060 2.002
O -2.840 1.363 -0.047
H 1.909 1.873 -3.457
Rh -1.191 -1.075 -0.313
C 1.987 0.871 -3.921
H 1.089 1.998 6.112
O -0.783 2.589 2.820
C 0.408 -0.053 6.593
C 1.141 -1.380 -4.206
C 1.171 -0.923 2.475
S 1.050 -0.084 -1.554
H -0.692 1.373 -3.246
I 2.485 -2.069 -1.342
C 1.135 -0.657 3.955
H 1.972 0.974 -5.031
C -0.381 2.103 1.827
C 0.220 -1.353 6.099
H 0.452 -2.664 4.373
H 2.961 0.425 -3.610
H -0.837 0.324 -4.690
H 1.011 -1.171 -5.291
O 1.709 1.718 3.755
N 1.267 0.272 1.741
H 2.180 -1.708 -4.061
C 0.866 -0.075 -3.466
H 0.108 0.206 7.597
Cr 0.152 1.003 0.293
C -1.857 0.695 0.007
O -3.257 -2.589 -2.094
I 0.532 2.802 -1.502
C -0.563 0.358 -3.632
H -1.211 -0.324 -3.075
C -2.466 -2.088 -1.389
```